Computed, not measured: one molecule with the formula C2HClN2OS, with ωB97M-V/def2-TZVPD.

Geometry as XYZ:
```
8
Properties=species:S:1:pos:R:3:forces:R:3
C 1.129225 0.578521 1.053914 0.225 -1.331 2.386
C -0.275071 0.310549 0.586362 -0.283 -2.551 -2.245
N 1.494128 -0.615313 2.201531 0.342 2.417 -2.027
N 0.473621 -1.208807 2.448328 1.224 -1.866 2.060
O 1.855940 1.476436 0.857760 0.148 0.153 -0.390
S -0.933686 -1.023637 1.710898 -1.488 1.597 -1.515
Cl -1.321844 1.708797 0.391877 0.396 -0.334 -0.025
H -0.107943 -0.329763 -0.415328 -0.563 1.914 1.758
```
Positions in Å, forces in eV/Å.

The calculation puts the energy relative to the best compared isomer or geometry (same formula, charge and spin) at 1.6122 eV. The LUMO energy is -0.40 eV. The calculation puts the HOMO-LUMO gap at 8.90 eV. Its structure (SMILES) is O=C1N=NS[C@H]1Cl. Its net charge is 0.